(1)
DFT (ωB97M-V/def2-TZVPD) results for a molecular structure, C38H34LuOP2Si at a distorted geometry.

```
! wB97M-V def2-TZVPD RIJCOSX def2/J DEFGRID3
* xyz 1 1
Lu -15.739 -9.781 0.092
C -17.661 -7.080 1.993
Si -18.198 -8.373 0.797
C -19.296 -7.538 -0.483
C -20.174 -6.587 0.081
C -21.096 -5.999 -0.795
C -21.244 -6.417 -2.135
C -20.373 -7.311 -2.675
C -19.388 -7.951 -1.823
P -18.256 -8.926 -2.927
C -19.303 -10.286 -3.385
C -18.912 -11.152 -4.421
C -19.804 -12.070 -4.991
C -21.054 -12.252 -4.452
C -21.438 -11.424 -3.371
C -20.581 -10.532 -2.784
C -16.852 -9.663 -2.176
C -15.548 -8.838 -2.144
C -14.312 -9.789 -2.519
C -14.568 -11.216 -2.100
C -15.714 -11.799 -1.670
C -16.915 -11.009 -1.743
C -19.231 -9.771 1.651
C -20.612 -9.931 1.613
C -21.236 -10.967 2.347
C -20.485 -11.941 3.014
C -19.086 -11.818 3.055
C -18.453 -10.788 2.354
P -16.593 -10.799 2.480
C -16.335 -10.425 4.225
C -17.460 -10.127 5.022
C -17.259 -9.970 6.419
C -15.987 -9.922 7.012
C -14.881 -9.972 6.122
C -15.075 -10.386 4.786
C -16.180 -12.570 2.427
C -16.466 -13.318 1.246
C -15.705 -14.490 1.005
C -14.926 -15.004 2.020
C -14.857 -14.410 3.267
C -15.479 -13.187 3.458
H -18.281 -6.951 2.901
H -16.665 -7.241 2.318
H -17.581 -6.126 1.535
H -20.206 -6.354 1.149
H -21.871 -5.302 -0.529
H -22.056 -6.008 -2.720
H -20.207 -7.442 -3.749
H -17.911 -11.007 -4.813
H -19.423 -12.743 -5.766
H -21.837 -12.939 -4.890
H -22.469 -11.359 -2.972
H -20.878 -9.818 -1.963
H -15.795 -7.974 -2.789
H -14.216 -9.775 -3.593
H -13.687 -11.853 -2.149
H -15.780 -12.882 -1.418
H -17.815 -11.628 -1.612
H -21.267 -9.171 1.174
H -22.339 -11.076 2.334
H -21.001 -12.722 3.566
H -18.452 -12.412 3.699
H -18.433 -9.905 4.678
H -18.163 -9.752 6.994
H -15.894 -9.750 8.041
H -13.894 -9.767 6.503
H -14.249 -10.725 4.157
H -17.352 -13.094 0.656
H -15.702 -15.011 0.040
H -14.439 -15.990 1.834
H -14.318 -14.804 4.135
H -15.495 -12.790 4.455
C -12.900 -9.408 -1.972
O -15.387 -8.048 -0.884
H -12.880 -8.986 -0.940
H -12.426 -8.696 -2.627
H -12.244 -10.280 -1.993
*
```

Energy above the lowest of the compared OMol25 structures with the same formula, charge and spin, eV: 1.273
Lowest unoccupied orbital energy, eV: -4.08
Frontier orbital gap, eV: 5.45

(2)
DFT (ωB97M-V/def2-TZVPD) results for 2 unconnected molecules or ions with the total composition C38H34N3O3 at a distorted geometry.

```
! wB97M-V def2-TZVPD RIJCOSX def2/J DEFGRID3
* xyz 1 1
C 5.804 -0.047 3.412
C 5.198 1.216 3.326
C 3.811 1.320 3.328
C 3.007 0.181 3.488
C 1.538 0.407 3.750
C 0.733 -0.701 4.086
N -0.609 -0.733 3.749
C -1.349 0.420 3.693
C -2.721 0.393 3.479
C -3.378 -0.873 3.303
C -4.779 -0.895 3.150
C -5.525 0.280 3.160
C -4.879 1.528 3.306
C -3.501 1.583 3.453
C -2.571 -2.032 3.332
C -1.235 -1.957 3.565
O 1.128 1.595 3.738
C 3.612 -1.084 3.463
C 5.007 -1.200 3.437
H 6.893 -0.128 3.464
H 5.799 2.127 3.267
H 3.338 2.299 3.245
H 1.171 -1.675 4.281
H -0.804 1.349 3.798
H -5.255 -1.872 3.038
H -6.610 0.240 3.051
H -5.469 2.445 3.305
H -2.966 2.528 3.561
H -3.022 -3.010 3.169
H -0.566 -2.813 3.590
H 2.986 -1.977 3.468
H 5.466 -2.194 3.451
C 4.930 5.679 4.791
O 3.806 4.804 5.037
C 4.015 3.717 5.826
C 2.887 2.891 6.077
C 3.095 1.663 6.641
C 4.400 1.261 7.031
C 5.505 2.094 6.883
C 5.309 3.340 6.285
N 4.308 -0.019 7.576
C 5.388 -0.795 8.164
C 3.012 -0.440 7.534
C 2.192 0.555 6.959
C 0.804 0.546 6.766
C -0.025 -0.474 7.286
C 0.215 -1.855 7.187
N -0.743 -2.544 7.865
C -0.765 -3.988 8.011
C -1.647 -1.651 8.433
C -1.235 -0.331 8.110
C -1.882 0.745 8.696
C -2.933 0.475 9.623
O -3.601 1.440 10.306
C -3.237 2.824 10.133
C -3.330 -0.863 9.912
C -2.686 -1.935 9.311
H 4.502 6.527 4.259
H 5.388 6.010 5.733
H 5.681 5.171 4.171
H 1.892 3.194 5.769
H 6.489 1.774 7.217
H 6.162 3.999 6.097
H 6.338 -0.292 7.973
H 5.252 -0.909 9.250
H 5.399 -1.801 7.724
H 2.722 -1.389 7.967
H 0.353 1.431 6.314
H 1.037 -2.359 6.690
H -1.610 -4.253 8.651
H -0.878 -4.479 7.033
H 0.165 -4.357 8.473
H -1.554 1.763 8.468
H -3.959 3.354 10.754
H -2.216 3.007 10.489
H -3.331 3.130 9.084
H -4.151 -1.002 10.612
H -2.982 -2.960 9.520
*
```

Energy above the lowest of the compared OMol25 structures with the same formula, charge and spin, eV: 0.267
Lowest unoccupied orbital energy, eV: -4.02
Frontier orbital gap, eV: 5.38

(3)
DFT (ωB97M-V/def2-TZVPD) results for a molecular structure, C38H35BBrF2N6O5S3Tl.

```
! wB97M-V def2-TZVPD RIJCOSX def2/J DEFGRID3
* xyz -2 1
Tl -0.259 0.181 -0.060
O -1.979 -2.577 -1.233
S -1.338 -2.507 -2.534
O -2.175 -2.904 -3.656
N -0.608 -1.129 -2.644
C 0.020 -0.707 -3.787
C 0.044 -1.358 -5.013
C 0.716 -0.819 -6.127
C 1.377 0.373 -6.063
C 1.396 1.074 -4.831
C 2.069 2.310 -4.678
C 2.097 2.926 -3.463
C 1.443 2.301 -2.379
N 0.799 1.173 -2.496
C 0.748 0.543 -3.696
C 0.004 -3.687 -2.468
C 0.024 -4.810 -3.278
C 1.075 -5.714 -3.170
C 2.090 -5.493 -2.251
C 2.067 -4.359 -1.445
C 1.029 -3.450 -1.556
H -0.497 -2.286 -5.126
H 0.695 -1.376 -7.058
H 1.890 0.789 -6.923
H 2.559 2.748 -5.542
H 2.609 3.868 -3.311
H 1.452 2.752 -1.391
H -0.788 -4.964 -3.978
H 1.105 -6.587 -3.812
H 2.911 -6.196 -2.171
H 2.860 -4.167 -0.734
H 1.034 -2.546 -0.959
N 0.595 4.445 3.219
C 1.323 5.475 2.660
C 2.030 6.382 3.448
C 2.722 7.437 2.868
C 2.722 7.600 1.490
C 2.010 6.701 0.700
C 1.302 5.652 1.266
S 0.230 4.616 0.352
N 0.243 3.169 1.224
C 0.266 3.242 2.539
C 0.005 2.110 3.357
C 0.413 2.038 4.728
C 0.022 0.985 5.509
C -0.757 -0.042 4.942
C -0.997 0.040 3.571
N -0.646 1.038 2.786
H 0.640 4.370 4.219
H 2.018 6.263 4.527
H 3.266 8.130 3.500
H 3.267 8.415 1.031
H 1.973 6.830 -0.376
H 1.086 2.776 5.153
H 0.335 0.937 6.547
H -1.120 -0.882 5.520
H -1.528 -0.764 3.067
O -2.956 -0.617 0.998
S -4.425 -0.414 1.033
C -4.977 -0.420 -0.708
C -5.329 -1.854 -1.073
C -6.065 -2.399 0.150
C -5.144 -2.077 1.320
H -4.148 0.002 -1.274
H -5.838 0.251 -0.771
H -4.402 -2.410 -1.233
H -5.924 -1.911 -1.986
H -6.271 -3.469 0.077
H -7.023 -1.883 0.274
H -4.263 -2.723 1.317
H -5.617 -2.098 2.301
C 4.160 1.094 0.534
O 2.748 0.960 0.533
C 2.241 -0.239 -0.001
O 3.049 -1.064 -0.372
H 4.371 2.101 0.896
H 4.573 0.962 -0.470
H 4.636 0.359 1.189
F -2.018 2.247 -1.998
B -1.864 1.932 -0.697
F -3.009 2.101 -0.010
Br 3.117 -3.862 4.345
C 1.545 -3.574 3.320
C 0.477 -4.445 3.428
C -0.639 -4.205 2.643
C -0.630 -3.111 1.788
N 0.405 -2.283 1.704
C 1.478 -2.496 2.450
H 0.520 -5.285 4.109
H -1.501 -4.858 2.688
H -1.464 -2.882 1.131
H 2.296 -1.792 2.345
*
```

Energy above the lowest of the compared OMol25 structures with the same formula, charge and spin, eV: 3.079
Lowest unoccupied orbital energy (spin up / spin down), eV: 3.82 / 3.82
Frontier orbital gap (spin up / spin down), eV: 3.52 / 3.77

(4)
DFT (ωB97M-V/def2-TZVPD) results for a molecular structure, C38H35BrGdN4OS4 at a distorted geometry.

```
! wB97M-V def2-TZVPD RIJCOSX def2/J DEFGRID3
* xyz 1 8
Gd 0.744 0.285 -0.173
C 0.090 2.610 -2.741
C 0.578 1.652 -3.813
S 1.295 0.105 -3.161
C 3.076 0.486 -3.175
C 3.514 1.638 -2.294
S 3.173 1.404 -0.518
C 2.463 -0.213 2.340
C 1.439 0.211 3.076
S -1.365 1.062 1.829
C -1.195 2.852 1.412
C -2.011 3.319 -1.054
S -1.283 1.828 -1.814
H -0.298 3.517 -3.207
H 0.881 2.874 -2.041
H 1.334 2.129 -4.437
H -0.252 1.340 -4.447
H 3.350 0.673 -4.215
H 3.543 -0.445 -2.856
H 3.062 2.575 -2.625
H 4.594 1.746 -2.390
H 3.259 0.453 2.032
H 2.611 -1.269 2.152
H 1.349 1.247 3.391
H 0.703 -0.473 3.482
H 0.835 2.832 1.503
H -1.344 3.375 2.353
H -1.341 4.146 -1.267
H -2.948 3.490 -1.580
C -5.199 0.074 0.969
C -5.626 1.250 0.364
C -4.744 2.310 0.193
C -3.434 2.194 0.636
C -3.030 1.015 1.243
C -3.894 -0.052 1.422
C -2.358 3.240 0.453
C -2.778 4.634 0.862
C -1.889 5.617 0.948
C -0.458 5.591 0.568
C 0.049 6.848 0.195
C 1.339 7.038 -0.248
C 2.195 5.946 -0.300
C 1.735 4.699 0.074
C 0.421 4.491 0.495
N 0.117 3.113 0.846
H -5.893 -0.747 1.098
H -6.651 1.346 0.029
H -5.077 3.227 -0.282
H -3.561 -0.963 1.905
H -3.815 4.795 1.132
H -2.242 6.592 1.267
H -0.617 7.701 0.257
H 1.679 8.023 -0.541
H 3.221 6.065 -0.626
H 2.408 3.852 0.052
Br 2.204 -6.197 5.020
C 1.469 -6.547 3.310
C 0.286 -5.923 2.940
C -0.227 -6.134 1.672
C 0.440 -6.975 0.776
C 1.594 -7.645 1.189
C 2.119 -7.419 2.449
N -0.046 -7.231 -0.514
N -0.631 -6.403 -1.247
C -0.654 -5.015 -1.112
C -1.843 -4.346 -1.327
C -1.947 -2.965 -1.146
C -0.859 -2.203 -0.768
O -0.925 -0.904 -0.532
C 0.401 -2.863 -0.634
N 1.484 -2.078 -0.339
C 2.676 -2.637 -0.271
C 2.893 -3.997 -0.506
C 1.819 -4.801 -0.789
C 0.522 -4.256 -0.828
H -0.229 -5.282 3.642
H -1.155 -5.658 1.379
H 2.076 -8.330 0.502
H 3.022 -7.923 2.766
H -2.715 -4.929 -1.599
H -2.899 -2.463 -1.280
H 3.507 -1.979 -0.042
H 3.897 -4.396 -0.475
H 1.966 -5.851 -1.010
*
```

Lowest unoccupied orbital energy (spin up / spin down), eV: -4.47 / -2.88
<S²>: 15.948
Frontier orbital gap (spin up / spin down), eV: 5.34 / 6.94

(5)
DFT (ωB97M-V/def2-TZVPD) results for a molecular structure, C38H35CdN6O11SSi at a distorted geometry.

```
! wB97M-V def2-TZVPD RIJCOSX def2/J DEFGRID3
* xyz -1 1
Cd 0.525 0.270 0.405
C -3.268 -1.669 2.219
C -4.230 -0.750 1.840
C -3.944 0.124 0.805
C -2.682 0.089 0.212
N -1.754 -0.783 0.605
C -2.049 -1.645 1.557
C -2.308 1.024 -0.869
C -3.261 1.715 -1.625
C -2.833 2.648 -2.551
C -1.474 2.847 -2.726
C -0.597 2.066 -1.986
N -1.008 1.193 -1.089
H -3.449 -2.369 3.018
H -5.187 -0.716 2.340
H -4.686 0.841 0.493
H -1.284 -2.373 1.797
H -4.315 1.520 -1.507
H -3.551 3.207 -3.134
H -1.106 3.578 -3.428
H 0.476 2.140 -2.113
C 3.583 1.623 1.369
Si 3.584 0.997 -0.428
C 3.722 2.532 -1.595
C 5.249 0.013 -0.530
N 2.184 0.089 -0.908
C 2.118 -0.610 -2.063
C 3.165 -0.611 -3.012
C 3.120 -1.309 -4.196
C 2.011 -2.069 -4.523
C 0.951 -2.092 -3.633
C 0.989 -1.388 -2.442
O -0.157 -1.361 -1.658
C -0.897 -2.511 -1.603
C -0.340 -3.728 -1.223
C -1.139 -4.849 -1.105
C -2.494 -4.783 -1.391
C -3.043 -3.584 -1.804
C -2.254 -2.452 -1.911
H 4.569 1.972 1.666
H 3.283 0.839 2.057
H 2.885 2.440 1.491
H 4.697 3.005 -1.536
H 2.975 3.266 -1.310
H 3.545 2.264 -2.633
H 5.973 0.406 0.177
H 5.713 0.046 -1.510
H 5.083 -1.031 -0.286
H 4.036 -0.024 -2.791
H 3.960 -1.254 -4.876
H 1.957 -2.619 -5.450
H 0.061 -2.660 -3.869
H 0.716 -3.760 -1.007
H -0.707 -5.790 -0.795
H -3.114 -5.664 -1.299
H -4.093 -3.527 -2.050
H -2.683 -1.516 -2.233
C -2.833 7.010 -1.515
C -2.261 5.989 -0.575
C -0.940 6.099 -0.151
C -0.373 5.116 0.636
C -1.121 4.014 1.007
C -2.443 3.914 0.634
C -3.015 4.902 -0.154
S -0.247 2.635 1.777
O -1.222 1.552 1.869
O 0.290 3.138 3.012
O 0.754 2.371 0.726
H -2.522 8.014 -1.237
H -3.919 6.966 -1.527
H -2.471 6.813 -2.525
H -0.356 6.955 -0.459
H 0.651 5.172 0.968
H -2.994 3.045 0.961
H -4.050 4.817 -0.458
O 0.338 -4.655 6.643
N 0.887 -5.101 5.647
O 1.273 -6.255 5.547
C 1.070 -4.237 4.540
C 1.665 -4.725 3.379
C 1.784 -3.938 2.255
C 1.286 -2.569 2.204
O 1.232 -1.906 1.167
C 0.793 -2.089 3.496
C 0.659 -2.901 4.599
N 0.409 -0.723 3.608
O -0.401 -0.430 4.471
O 0.941 0.085 2.853
N 2.381 -4.525 1.106
O 2.784 -5.678 1.204
O 2.457 -3.888 0.073
H 2.033 -5.742 3.345
H 0.257 -2.500 5.519
*
```

Energy above the lowest of the compared OMol25 structures with the same formula, charge and spin, eV: 1.099
Lowest unoccupied orbital energy, eV: 1.44
Frontier orbital gap, eV: 5.81

Number 4 is which compound?
C38H35BrGdN4OS4

Which formula does entry 4 have?
C38H35BrGdN4OS4